Formula: CH5S3
Source: OMol25
Level of theory: the ωB97M-V functional and the def2-TZVPD basis

Values from the calculation:
Energy (Ha): -1235.684397
Charge: -1

Element x y z (Å)
S  2.5733  -0.3444  -0.0383
H  2.0532  0.2379  -1.1264
C  -1.2650  0.4721  -0.4355
S  -1.2284  -0.9594  0.6257
S  0.2188  -1.2014  2.1217
H  -0.6513  0.2107  -1.3224
H  -2.2835  0.7459  -0.7390
H  -0.8362  1.3433  0.0384
H  1.4192  -0.5047  0.8758

=====

Formula: CH6BN
Source: OMol25
Level of theory: the ωB97M-V functional and the def2-TZVPD basis

Values from the calculation:
SMILES: CBN
Energy (Ha): -121.313578
Charge: 0

Element x y z (Å)
B  0.2441  0.7070  0.0295
C  -1.0728  -0.1804  0.0406
N  1.4877  -0.1479  -0.0150
H  0.2320  1.8829  0.2244
H  -1.3194  -0.4672  -1.0160
H  -1.7425  0.5258  0.5997
H  -0.6482  -1.0068  0.6393
H  2.4136  0.1096  0.1724
H  1.3913  -1.0856  -0.2969

=====

One value per record, in order, for ΔE to the lowest compared entry with this formula, charge and spin: 59.69, 80.93 kJ/mol.
One value per record, in order, for largest force on an atom: 0.045, 0.084 Eh/bohr.